[1]
{
  "formula": "C7H12N2O4",
  "method": "ωB97M-V with the def2-TZVPD basis set",
  "species": ["C", "C", "O", "N", "C", "N", "O", "C", "C", "C", "C", "O", "O", "H", "H", "H", "H", "H", "H", "H", "H", "H", "H", "H", "H"],
  "coordinates": [[-1.83073, 1.66021, 0.08373], [-1.14869, 0.30932, -0.20551], [-1.89065, -0.73432, 0.24200], [-1.27061, -2.04092, 0.19075], [-1.53882, -2.93807, 1.12587], [-2.54471, -2.75193, 2.08523], [-0.84082, -3.94406, 1.22938], [0.17691, 0.23738, -0.49684], [1.46244, 0.71228, -1.11503], [2.49167, 1.50498, -0.28361], [1.21390, -0.76016, -0.95401], [2.07425, -1.42601, -0.04985], [0.76738, -1.64507, -1.95462], [-1.71285, 1.84533, 1.13437], [-2.87843, 1.80856, -0.23581], [-1.16634, 2.35556, -0.49254], [-0.66136, -2.15030, -0.52403], [-2.76648, -3.53212, 2.63892], [-3.17653, -1.96754, 1.87915], [1.26479, 1.13416, -2.03988], [2.14365, 1.45247, 0.89087], [2.39341, 2.63822, -0.58682], [3.51634, 1.08294, -0.29152], [1.53965, -1.78508, 0.71672], [1.52116, -2.09781, -2.29747]],
  "atomic_forces_ev_per_a": [[1.1156, -0.3099, -1.6990], [2.1763, 1.1620, 0.6900], [-0.6147, -1.6548, -0.1184], [-2.6530, 3.5680, 1.5606], [-0.2277, -2.4905, 3.3326], [0.7561, 3.0280, -2.8728], [0.0016, 0.1163, -0.7866], [-0.7056, -1.6800, -0.0239], [-0.2044, 0.3430, 1.4051], [-1.5173, 1.0433, 2.5490], [-0.7825, -0.3302, 1.4579], [-1.1797, 0.0569, 0.9015], [-0.6050, 1.2570, 0.4101], [-0.1513, 0.2512, 0.5290], [0.5672, -0.4733, 0.1208], [-0.8264, -0.1815, 0.6785], [2.3516, -0.7404, -2.7155], [-0.3425, -0.7679, 0.4913], [0.1254, -0.9850, 0.6768], [0.0588, 0.5221, -2.0764], [0.9279, 0.1653, -2.9073], [0.6225, -2.2800, 0.5743], [-0.6002, 0.5226, -0.3930], [0.7592, 0.4627, -1.3748], [0.9484, -0.6049, -0.4099]],
  "energy_ev": -18619.763,
  "smiles": "C/C(ONC(N)=O)=C1\\[C@@H](C)C1(O)O",
  "homo_energy_ev": -8.90,
  "relative_energy_kj_mol": 422.7,
  "lumo_ev": 0.59,
  "multiplicity": 1
}

***

[2]
{
  "formula": "C7H12N2O4",
  "method": "ωB97M-V with the def2-TZVPD basis set",
  "species": ["C", "C", "O", "C", "O", "N", "C", "C", "C", "C", "N", "O", "O", "H", "H", "H", "H", "H", "H", "H", "H", "H", "H", "H", "H"],
  "coordinates": [[-1.62419, 1.06887, 2.94393], [-0.39913, 0.16751, 2.93776], [-0.19260, -0.38390, 1.63558], [0.82090, 0.12279, 0.91831], [1.61385, 0.94656, 1.28555], [0.92217, -0.53918, -0.27163], [1.45070, -0.22774, -1.57666], [1.61163, 1.20027, -2.03424], [0.14691, -0.91760, -1.35911], [-0.26703, -2.31030, -1.67464], [-1.22647, 0.16961, -1.60488], [-1.99010, -0.16499, -2.45871], [-1.25282, 1.11389, -0.87406], [-2.50318, 0.50785, 2.63761], [-1.78284, 1.46239, 3.94319], [-1.47960, 1.89417, 2.25143], [-0.53457, -0.68523, 3.60931], [0.49617, 0.72641, 3.22801], [2.29254, -0.86340, -1.84995], [0.67321, 1.74603, -2.06367], [2.06102, 1.21979, -3.02351], [2.26897, 1.71793, -1.33796], [-0.85364, -2.72087, -0.85543], [0.61380, -2.93163, -1.82338], [-0.86570, -2.31921, -2.58285]],
  "atomic_forces_ev_per_a": [[0.3153, -0.2989, -0.2013], [-0.0401, 0.3798, 0.4820], [-0.0362, -0.0939, -0.3521], [-0.1303, -0.0322, 0.3409], [0.0664, 0.2473, 0.0344], [0.0414, -0.5869, -0.7478], [0.4018, 0.4255, 0.0723], [-0.1277, 0.0453, 0.0581], [-1.8360, 1.3372, 0.0859], [-0.1636, 0.0167, -0.0605], [2.9234, -2.3402, 0.6274], [-0.7042, 0.2276, -0.4310], [-0.4474, 0.6717, 0.1961], [-0.1201, -0.0059, -0.0079], [-0.0426, 0.0714, 0.1272], [-0.0198, 0.1067, -0.0259], [0.0573, 0.0972, -0.1195], [-0.1657, -0.1788, -0.0034], [-0.1361, -0.0711, -0.0223], [0.0088, 0.0175, 0.0113], [0.0303, -0.0152, -0.0767], [0.0768, 0.0173, -0.0233], [-0.0485, -0.0232, 0.0206], [0.0736, 0.0161, 0.0232], [0.0230, -0.0311, -0.0077]],
  "energy_ev": -18620.231,
  "smiles": "CCOC(=O)N1[C@H](C)[C@]1(C)[N+](=O)[O-]",
  "homo_energy_ev": -9.98,
  "relative_energy_kj_mol": 377.5,
  "lumo_ev": 0.74,
  "multiplicity": 1
}

***

[3]
{
  "formula": "C7H12N2O4S",
  "method": "ωB97M-V with the def2-TZVPD basis set",
  "species": ["C", "C", "C", "C", "C", "C", "C", "N", "N", "O", "O", "O", "O", "S", "H", "H", "H", "H", "H", "H", "H", "H", "H", "H", "H", "H"],
  "coordinates": [[-0.79524, 1.17264, 1.57847], [0.62232, 0.68042, -1.66931], [2.47027, 0.89781, 0.19264], [0.59371, 0.70914, 1.54547], [1.86504, 0.11309, -1.01054], [0.55996, -0.43216, -0.66150], [-2.29693, -1.03041, -1.04303], [1.53968, 1.50324, 0.97646], [-1.69014, 0.27634, 2.07447], [-1.15871, 2.24930, 1.18098], [0.83667, -2.97961, -0.86629], [-0.61154, -2.04451, 0.86576], [-1.38149, -2.00955, -1.46648], [-0.12946, -2.00306, -0.50052], [0.18142, 1.61455, -1.45838], [0.47491, 0.44490, -2.75457], [3.05470, 0.17426, 0.85836], [3.15835, 1.49835, -0.29250], [0.75659, -0.41364, 1.71543], [2.62664, -0.41337, -1.43932], [-2.23067, -0.87547, 0.00110], [-3.29912, -1.44801, -1.25349], [-2.20702, 0.07957, -1.43788], [1.09534, 2.47218, 0.76148], [-1.36984, -0.72505, 2.08494], [-2.66545, 0.48905, 2.01828]],
  "atomic_forces_ev_per_a": [[-1.3082, -0.7893, 0.6333], [0.3544, -2.3402, -1.4649], [1.9355, -2.8354, 0.0863], [1.1962, -2.7177, -3.0873], [-3.0298, 0.8923, 2.5504], [-0.5493, 1.0710, 0.2649], [-2.4032, 2.3520, -0.9278], [-3.8534, 3.0210, 2.1879], [1.4774, -1.8836, 0.4409], [0.3136, 1.8255, -0.5959], [-0.4313, -0.7240, -0.6588], [-0.1835, -0.8464, -0.2568], [0.9840, -0.0725, -0.2544], [1.8473, 1.2536, 1.1140], [-0.1649, 1.2608, 0.8003], [0.2111, -0.0271, 0.9794], [-0.6842, 0.6172, -1.1158], [1.4753, 1.9683, -0.2097], [0.3525, 2.1219, 0.3452], [1.5710, -1.3911, -1.7432], [-0.0567, -0.1580, 1.0404], [0.4954, 0.4725, -0.1100], [0.2456, -2.4803, -0.0724], [1.1943, -2.1423, 0.1098], [-0.7956, 1.4209, 0.0488], [-0.1934, 0.1310, -0.1048]],
  "energy_ev": -29454.463,
  "homo_energy_ev": [-8.04, -8.02],
  "relative_energy_kj_mol": 332.8,
  "lumo_ev": [-0.64, -0.65],
  "multiplicity": 1
}

***

[4]
{
  "formula": "C7H12N3",
  "method": "ωB97M-V with the def2-TZVPD basis set",
  "species": ["C", "C", "N", "C", "C", "C", "N", "C", "N", "C", "H", "H", "H", "H", "H", "H", "H", "H", "H", "H", "H", "H"],
  "coordinates": [[2.02502, 1.96335, 0.10037], [1.72764, 0.78427, 0.54822], [1.07455, -0.21827, -0.09208], [1.33704, -1.60286, 0.22588], [0.22898, -0.01875, -1.29443], [-1.10078, 0.24706, -0.56110], [-1.86008, -0.74235, -0.07357], [-3.05509, -0.11987, 0.56077], [-2.90472, 1.23402, 0.35303], [-1.77992, 1.47668, -0.23756], [2.46931, 2.69077, 0.67606], [1.84804, 2.19902, -0.91120], [2.11419, 0.48679, 1.51327], [1.78927, -1.53191, 1.20641], [0.39015, -2.06090, 0.17499], [1.97995, -2.03294, -0.58420], [0.24252, -0.91826, -1.89841], [0.63907, 0.89568, -1.84123], [-1.66282, -1.74426, -0.30335], [-3.87805, -0.55624, 0.00676], [-3.23851, -0.35131, 1.66635], [-1.26496, 2.39832, -0.28418]],
  "atomic_forces_ev_per_a": [[-0.5227, 0.3948, -1.3572], [0.8957, -0.8210, 1.2870], [-1.3020, -0.7147, -1.6924], [1.1208, 1.4215, -1.0362], [0.7783, 2.1279, 1.6685], [0.0664, -2.8038, -0.7734], [1.4147, 0.4737, -0.7573], [-0.0994, -2.0819, 0.4029], [0.9017, 1.9122, -0.1020], [-0.5455, -0.8507, 1.3388], [1.0342, 1.2826, 1.2426], [-0.3666, 0.5778, -1.0458], [-0.2705, -0.0771, 0.3313], [0.0901, -1.0461, 0.1396], [-0.9414, -1.3440, 0.5780], [-0.1724, 0.0024, 0.9854], [-0.1807, 0.0782, -0.2417], [-1.0581, -1.3921, 0.3602], [-0.6103, 1.2972, 0.5591], [-0.6448, 0.1556, -0.0091], [0.6161, 0.2173, -1.4027], [-0.2036, 1.1902, -0.4755]],
  "energy_ev": -11914.684,
  "smiles": "C=CN(C)CC1=[NH+]CN=C1",
  "homo_energy_ev": -11.85,
  "relative_energy_kj_mol": 372.2,
  "lumo_ev": -5.39,
  "multiplicity": 1,
  "total_charge": 1
}

***

[5]
{
  "formula": "C7H12N3Re",
  "method": "ωB97M-V with the def2-TZVPD basis set",
  "species": ["C", "Re", "N", "H", "H", "H", "H", "H", "H", "H", "H", "N", "C", "C", "C", "C", "C", "N", "C", "H", "H", "H", "H"],
  "coordinates": [[-2.63587, 2.46651, -1.55729], [1.44348, -0.38257, -1.06580], [1.29358, -1.61014, -2.77411], [1.11215, 0.94889, -1.92787], [2.12839, -1.61582, -3.35697], [-3.11236, 1.55933, -1.83429], [-2.83297, 3.23012, -2.31724], [-1.55696, 2.32071, -1.45719], [-3.03863, 2.81160, -0.59993], [1.07984, -2.58430, -2.54949], [0.53256, -1.27573, -3.36884], [3.50943, 0.40969, 3.52428], [2.53132, 0.15445, 2.92921], [1.30283, -0.16775, 2.25921], [0.25172, -0.85318, 2.89676], [-0.89867, -1.17061, 2.20116], [-1.03759, -0.82016, 0.84310], [0.03190, -0.38144, 0.13039], [1.26515, -0.03551, 0.85577], [0.36902, -1.10609, 3.95394], [-1.72218, -1.68291, 2.69730], [-1.96144, -0.97270, 0.27447], [1.94532, 0.75761, 0.24343]],
  "atomic_forces_ev_per_a": [[0.4011, 1.0589, 0.3513], [3.4695, -1.0343, -3.9172], [-0.1291, -0.4957, -0.8421], [0.2333, 0.3578, -0.2910], [-0.0134, -0.0306, -0.0754], [-0.4175, -0.8472, -0.2780], [0.0833, -0.1942, 0.1700], [-0.1196, 0.0128, -0.0537], [0.0737, -0.0595, -0.1773], [0.0739, 0.1148, -0.1134], [0.0933, -0.0773, -0.0356], [-2.3563, -0.6159, -1.5699], [2.0922, 0.6910, 1.7598], [0.3159, -0.8359, -0.5634], [1.1160, 0.6662, 0.1427], [-0.9877, 0.1170, -1.4351], [0.4548, -0.8925, 0.7417], [-2.6491, 0.9231, 4.5789], [-2.1296, -0.2577, 1.0935], [-0.1106, 0.1231, -0.3888], [0.1577, 0.3075, -0.0981], [0.3505, 0.0874, 0.3210], [-0.0021, 0.8812, 0.6802]],
  "energy_ev": -14041.374,
  "s2": 3.784,
  "homo_energy_ev": [-10.96, -12.34],
  "relative_energy_kj_mol": 91.5,
  "lumo_ev": [-4.69, -5.09],
  "multiplicity": 4,
  "total_charge": 1
}

***

[6]
{
  "formula": "C7H12N3S",
  "method": "ωB97M-V with the def2-TZVPD basis set",
  "species": ["C", "C", "C", "N", "C", "C", "C", "N", "S", "C", "N", "H", "H", "H", "H", "H", "H", "H", "H", "H", "H", "H", "H"],
  "coordinates": [[-1.28087, -1.62884, 2.95428], [-0.82286, -1.02787, 1.69240], [-0.64971, -1.66383, 0.51834], [-0.14772, -0.65256, -0.34424], [-0.01642, -0.82724, -1.86862], [0.28360, 0.57725, -2.43106], [1.37864, 1.37860, -1.72817], [0.84280, 1.84447, -0.47337], [1.74867, 2.61782, 0.75013], [-0.06947, 0.46422, 0.31038], [-0.38438, 0.28052, 1.54605], [-2.32708, -1.39000, 3.32502], [-1.39304, -2.72213, 2.95618], [-0.63829, -1.40316, 3.79084], [-0.66944, -2.71201, 0.35134], [-0.99215, -1.14244, -2.35895], [0.66308, -1.62312, -2.16305], [0.41419, 0.43923, -3.48117], [-0.62355, 1.27815, -2.44378], [2.22127, 0.72000, -1.54837], [1.65653, 2.46654, -2.13484], [1.13172, 3.81252, 0.46585], [-0.32552, 0.91386, 2.31483]],
  "atomic_forces_ev_per_a": [[-1.8532, -0.4908, 1.6847], [-0.2123, -1.2723, 0.5442], [0.6447, 2.0655, 0.1754], [-0.8903, -3.1758, -2.5797], [-1.4075, 1.5876, 0.3717], [-1.4064, 1.3774, -0.2689], [0.5765, 1.3167, -0.0811], [-3.7623, -3.1827, 3.5191], [-0.4670, 0.6231, -0.9567], [4.0768, 4.2536, -3.9382], [-1.1677, -0.6211, 1.6653], [1.0862, 0.5368, -0.8308], [0.6218, 0.2191, -0.6558], [0.3903, 0.1879, 0.2227], [-0.2689, -0.4061, -0.6510], [0.8157, 0.3790, 1.2624], [0.5769, 0.2712, 0.5916], [0.8001, -0.0017, -0.7964], [0.7803, -1.3194, 0.4681], [0.7225, 0.2108, -0.3413], [-0.2673, -2.8056, -0.1466], [0.4981, -0.4655, 0.5879], [0.1132, 0.7122, 0.1533]],
  "energy_ev": -22750.304,
  "smiles": "CC1=CN2CCC[N+](S)=C2N1",
  "homo_energy_ev": -12.93,
  "relative_energy_kj_mol": 234.3,
  "lumo_ev": -3.17,
  "multiplicity": 1,
  "total_charge": 1
}

***

[7]
{
  "formula": "C7H12N4",
  "method": "ωB97M-V with the def2-TZVPD basis set",
  "species": ["N", "N", "C", "N", "N", "C", "C", "C", "C", "C", "C", "H", "H", "H", "H", "H", "H", "H", "H", "H", "H", "H", "H"],
  "coordinates": [[-2.93765, 1.49224, 0.42427], [-1.97919, 0.51396, 0.81291], [-1.65136, -0.32753, -0.35327], [-2.83496, -1.15219, -0.64604], [-0.45887, -1.09586, -0.15649], [0.83283, -0.46925, -0.12209], [1.89289, -1.19340, 0.42115], [3.16615, -0.66527, 0.48874], [3.39789, 0.59053, -0.05046], [2.35023, 1.30950, -0.55204], [1.05788, 0.81502, -0.61371], [-3.40399, 1.77653, 1.29580], [-3.62984, 1.02560, -0.17560], [-1.12646, 0.97321, 1.13551], [-1.53710, 0.33122, -1.19334], [-2.55701, -1.78977, -1.41148], [-3.03922, -1.70707, 0.18573], [-0.53350, -1.78139, 0.61130], [1.85126, -2.23678, 0.76220], [4.00094, -1.20655, 0.94253], [4.41381, 0.99021, 0.00696], [2.49951, 2.35255, -0.87258], [0.22575, 1.45446, -0.94001]],
  "atomic_forces_ev_per_a": [[-0.5565, 1.0225, 0.1173], [0.5427, -1.6448, 0.1802], [-0.8853, 0.2451, 0.8215], [0.9743, -0.2152, -0.1969], [1.0853, -0.2927, 0.7373], [-1.2926, -0.5671, -0.0347], [0.8212, -0.9529, 0.2959], [0.1621, 0.2668, -0.3083], [1.1693, -0.1268, 0.6501], [-0.3608, 1.6308, -0.6585], [-0.3794, -0.0937, 0.4073], [-0.0130, -0.2446, -0.7060], [0.3365, 0.0796, 0.5649], [-0.2878, 0.0983, -0.4016], [0.3558, 0.2307, -0.8229], [-0.4309, 0.3988, 0.6242], [0.0091, 0.0103, -0.2147], [-0.1699, 0.5645, -0.6800], [-0.8013, 0.4766, -0.0899], [-0.4354, -0.0146, -0.2021], [-0.4366, 0.1047, -0.1407], [0.0759, -0.5998, 0.0277], [0.5172, -0.3766, 0.0296]],
  "energy_ev": -13413.096,
  "smiles": "NN[C@H](N)Nc1ccccc1",
  "homo_energy_ev": -8.09,
  "relative_energy_kj_mol": 11.2,
  "lumo_ev": 1.02,
  "multiplicity": 1
}

***

[8]
{
  "formula": "C7H12N4",
  "method": "ωB97M-V with the def2-TZVPD basis set",
  "species": ["C", "N", "C", "C", "C", "N", "C", "N", "C", "C", "N", "H", "H", "H", "H", "H", "H", "H", "H", "H", "H", "H", "H"],
  "coordinates": [[-0.56994, 1.80372, -0.33900], [0.55164, 1.82268, 0.07435], [1.88110, 1.86091, -0.33068], [2.76369, 0.84959, -0.17672], [2.67828, -0.56222, 0.25221], [1.38813, -0.94756, 0.78252], [0.37961, -1.00880, 0.00527], [-0.82972, -1.12937, 0.39216], [-1.98097, -0.88831, -0.40183], [-2.74344, 0.41608, -0.14207], [-1.83064, 1.53338, -0.46647], [2.40629, 2.72759, -0.64589], [3.76444, 1.21569, -0.55119], [3.04078, -1.32918, -0.53889], [3.50916, -0.58144, 1.02035], [1.23083, -1.01753, 1.75345], [0.60245, -0.89156, -1.04186], [-0.96608, -1.53544, 1.34594], [-2.62496, -1.73018, -0.14232], [-1.70404, -0.70157, -1.37420], [-3.56803, 0.62488, -0.70350], [-3.08224, 0.40707, 0.87204], [-2.21126, 2.36534, -0.96255]],
  "atomic_forces_ev_per_a": [[1.1929, -2.2044, 2.4179], [-2.5589, 1.1965, -1.8455], [2.2160, -2.4423, 0.9308], [0.1993, 1.7087, -1.8285], [2.6797, -0.9467, -0.0114], [1.3373, -0.0935, 0.1425], [0.8615, 0.3990, -1.7406], [-1.2558, -0.7086, 2.8025], [-2.3022, -0.2467, 1.1990], [3.0543, -0.8482, 2.2634], [0.8431, 3.4387, -1.1011], [-0.8952, 1.4334, -0.1739], [-0.9578, -1.0051, 0.6068], [-0.6852, 1.4348, 1.0500], [-1.2165, -0.6778, -0.3249], [0.2030, -0.0468, 1.4035], [-0.2102, 0.1900, -0.4745], [-0.1164, 0.7621, -0.9433], [-0.4162, 0.0722, -1.1324], [0.7647, -1.0743, -2.6532], [-2.1786, -0.2391, -1.9739], [0.0694, 0.7229, 0.9478], [-0.6282, -0.8248, 0.4391]],
  "energy_ev": -13394.305,
  "smiles": "C1=N/C=C\\C/[NH+]=C/NCC[NH+]=1",
  "homo_energy_ev": -17.38,
  "relative_energy_kj_mol": 321.6,
  "lumo_ev": -8.34,
  "multiplicity": 1,
  "total_charge": 2
}